Record 1
{"formula": "C41H81Br33N2PS", "method": "wB97M-V/def2-TZVPD", "species": ["C", "C", "C", "C", "C", "N", "P", "S", "C", "C", "Br", "C", "C", "N", "H", "H", "H", "H", "H", "H", "H", "H", "H", "H", "H", "H", "H", "H", "H", "H", "H", "Br", "C", "C", "Br", "H", "H", "H", "H", "Br", "C", "C", "Br", "H", "H", "H", "H", "Br", "C", "C", "Br", "H", "H", "H", "H", "Br", "C", "C", "Br", "H", "H", "H", "H", "Br", "C", "C", "Br", "H", "H", "H", "H", "Br", "C", "C", "Br", "H", "H", "H", "H", "Br", "C", "C", "Br", "H", "H", "H", "H", "Br", "C", "C", "Br", "H", "H", "H", "H", "Br", "C", "C", "Br", "H", "H", "H", "H", "Br", "C", "C", "Br", "H", "H", "H", "H", "Br", "C", "C", "Br", "H", "H", "H", "H", "Br", "C", "C", "Br", "H", "H", "H", "H", "Br", "C", "C", "Br", "H", "H", "H", "H", "Br", "C", "C", "Br", "H", "H", "H", "H", "Br", "C", "C", "Br", "H", "H", "H", "H", "Br", "C", "C", "Br", "H", "H", "H", "H"], "coordinates": [[4.556, -2.727, 4.344], [5.389, -2.683, 3.274], [4.928, -2.896, 1.858], [4.136, -1.713, 1.297], [3.667, -0.601, 2.165], [2.787, 0.062, 1.505], [2.030, 1.517, 2.198], [0.129, 1.427, 2.319], [2.491, -0.493, 0.181], [2.961, -1.957, 0.317], [3.887, -2.679, -1.282], [1.956, -3.066, 0.688], [0.651, -2.578, 1.278], [0.876, -1.869, 2.547], [3.969, -3.612, 4.575], [4.513, -1.859, 4.995], [6.453, -2.531, 3.448], [5.822, -2.998, 1.242], [4.395, -3.845, 1.750], [4.867, -1.167, 0.669], [3.996, -0.356, 3.162], [2.382, 2.519, 1.282], [2.715, 1.687, 3.411], [3.268, -0.042, -0.448], [1.498, -0.291, -0.200], [2.423, -3.693, 1.450], [1.728, -3.700, -0.163], [0.061, -1.994, 0.569], [0.044, -3.461, 1.494], [1.497, -2.426, 3.131], [-0.002, -1.858, 3.051], [3.363, 0.335, -3.732], [1.756, -0.744, -3.507], [0.506, 0.072, -3.681], [0.139, 1.178, -2.117], [1.825, -1.211, -2.532], [1.820, -1.509, -4.278], [-0.363, -0.576, -3.778], [0.551, 0.740, -4.534], [10.350, -1.171, -1.714], [8.772, -2.293, -1.538], [7.515, -1.521, -1.829], [7.041, -0.354, -0.342], [8.790, -2.709, -0.536], [8.901, -3.091, -2.265], [6.668, -2.193, -1.946], [7.597, -0.890, -2.708], [-2.021, -4.682, 2.708], [-3.363, -5.297, 1.441], [-2.725, -5.965, 0.255], [-1.944, -4.661, -0.966], [-3.962, -4.433, 1.171], [-3.978, -6.004, 1.992], [-3.472, -6.496, -0.331], [-1.930, -6.649, 0.532], [5.431, -6.752, 1.281], [3.833, -7.825, 1.570], [2.585, -7.017, 1.342], [2.234, -5.816, 2.833], [3.899, -8.226, 2.576], [3.897, -8.637, 0.850], [1.713, -7.665, 1.284], [2.639, -6.404, 0.447], [2.458, -5.049, 7.615], [2.860, -3.390, 8.547], [1.783, -2.363, 8.334], [1.902, -1.578, 6.553], [3.834, -3.061, 8.199], [2.921, -3.655, 9.600], [1.904, -1.534, 9.026], [0.780, -2.767, 8.430], [-2.061, -8.616, -4.457], [-2.765, -6.941, -5.152], [-3.331, -6.084, -4.053], [-5.065, -6.728, -3.449], [-3.498, -7.196, -5.910], [-1.918, -6.446, -5.620], [-3.511, -5.072, -4.411], [-2.696, -6.049, -3.175], [1.573, 3.575, 9.213], [0.341, 2.852, 7.891], [1.071, 2.125, 6.796], [1.911, 3.373, 5.555], [-0.251, 3.684, 7.525], [-0.300, 2.162, 8.437], [0.374, 1.544, 6.195], [1.855, 1.475, 7.167], [8.337, 5.457, -2.097], [9.242, 4.002, -1.178], [8.275, 2.937, -0.740], [7.264, 3.494, 0.832], [9.789, 4.443, -0.351], [9.945, 3.597, -1.903], [8.808, 2.040, -0.435], [7.550, 2.683, -1.506], [-2.513, 4.523, -1.813], [-0.713, 5.128, -2.218], [-0.679, 6.019, -3.430], [-0.871, 4.987, -5.069], [-0.106, 4.236, -2.336], [-0.385, 5.677, -1.337], [0.288, 6.512, -3.505], [-1.465, 6.767, -3.436], [-6.155, 4.303, -2.489], [-6.722, 2.480, -2.958], [-5.704, 1.478, -2.470], [-4.126, 1.445, -3.609], [-6.866, 2.429, -4.027], [-7.670, 2.313, -2.452], [-6.115, 0.471, -2.520], [-5.360, 1.680, -1.462], [-12.002, 4.281, -5.220], [-10.870, 5.753, -4.639], [-9.427, 5.517, -4.993], [-8.569, 4.222, -3.806], [-11.031, 5.870, -3.572], [-11.255, 6.629, -5.158], [-8.853, 6.433, -4.867], [-9.298, 5.145, -6.004], [1.419, -1.654, 12.091], [0.962, 0.118, 11.423], [0.330, 0.972, 12.487], [-1.522, 0.458, 12.800], [0.314, -0.028, 10.563], [1.905, 0.550, 11.098], [0.291, 2.009, 12.164], [0.842, 0.907, 13.440], [2.739, 0.277, -7.740], [1.971, 1.972, -8.325], [1.399, 2.743, -7.171], [-0.309, 2.005, -6.602], [1.235, 1.739, -9.088], [2.796, 2.518, -8.775], [1.182, 3.768, -7.465], [2.048, 2.749, -6.301], [-1.467, -0.936, 8.016], [-3.203, -1.065, 8.892], [-3.145, -1.981, 10.085], [-3.105, -3.849, 9.547], [-3.910, -1.391, 8.138], [-3.446, -0.052, 9.202], [-4.043, -1.873, 10.688], [-2.271, -1.812, 10.705], [5.851, 3.953, -12.212], [4.250, 2.875, -11.995], [2.999, 3.696, -12.160], [2.644, 4.793, -10.590], [4.319, 2.402, -11.021], [4.307, 2.115, -12.771], [2.130, 3.049, -12.259], [3.044, 4.371, -13.007], [-13.862, 8.509, -6.085], [-14.992, 6.949, -6.366], [-16.110, 6.880, -5.359], [-15.460, 6.283, -3.629], [-14.341, 6.081, -6.330], [-15.392, 7.063, -7.370], [-16.846, 6.139, -5.664], [-16.602, 7.833, -5.200]], "e_homo_ev": -9.730, "lumo_ev": -3.41, "total_charge": 1}

Record 2
{"formula": "C41H37BBaBrF4N2O5S2Sb", "method": "wB97M-V/def2-TZVPD", "species": ["Ba", "O", "C", "O", "C", "C", "C", "C", "C", "O", "C", "C", "O", "O", "H", "H", "H", "H", "H", "H", "H", "H", "S", "C", "N", "C", "C", "C", "C", "C", "C", "S", "H", "H", "H", "H", "Br", "C", "C", "C", "C", "N", "C", "H", "H", "H", "H", "F", "B", "F", "F", "F", "C", "C", "C", "C", "C", "C", "C", "Sb", "C", "C", "C", "C", "C", "C", "C", "C", "C", "C", "C", "C", "C", "C", "H", "H", "H", "H", "H", "H", "H", "H", "H", "H", "H", "H", "H", "H", "H", "H", "H", "H", "H", "H", "H"], "coordinates": [[-1.515, -0.130, 0.997], [-0.527, -3.217, -1.191], [-1.413, -2.718, -0.486], [-1.268, -2.343, 0.749], [-2.839, -2.572, -1.078], [-3.912, -2.316, 0.015], [-5.305, -2.621, -0.536], [-5.555, -1.391, -1.462], [-4.256, -0.610, -1.298], [-3.925, -0.854, 0.098], [-3.074, -1.315, -2.040], [-1.962, -0.251, -2.188], [-2.034, 0.505, -3.158], [-1.111, -0.159, -1.203], [-3.021, -3.498, -1.617], [-3.686, -2.737, 0.985], [-6.030, -2.665, 0.272], [-5.316, -3.569, -1.078], [-6.384, -0.791, -1.093], [-5.743, -1.656, -2.505], [-4.333, 0.454, -1.492], [-3.353, -1.604, -3.047], [0.080, 0.412, 3.898], [-0.020, 2.078, 3.497], [-0.299, 2.611, 2.322], [-0.258, 4.010, 2.365], [-0.480, 4.841, 1.264], [-0.430, 6.221, 1.421], [-0.154, 6.790, 2.671], [0.081, 5.970, 3.772], [0.029, 4.587, 3.607], [0.279, 3.313, 4.746], [-0.690, 4.392, 0.296], [-0.609, 6.862, 0.562], [-0.125, 7.869, 2.784], [0.299, 6.403, 4.746], [-4.414, 5.519, 2.647], [-3.856, 4.492, 1.153], [-3.894, 5.020, -0.120], [-3.433, 4.242, -1.171], [-2.944, 2.974, -0.900], [-2.918, 2.464, 0.344], [-3.378, 3.209, 1.358], [-4.267, 6.023, -0.282], [-3.439, 4.612, -2.191], [-2.544, 2.350, -1.701], [-3.352, 2.772, 2.351], [-3.202, 0.286, 2.559], [-4.614, 0.242, 2.918], [-4.755, 0.974, 4.122], [-4.961, -1.131, 3.067], [-5.368, 0.856, 1.892], [1.317, -3.440, 2.289], [2.625, -3.724, 1.581], [3.505, -4.665, 2.132], [4.740, -4.936, 1.555], [5.123, -4.259, 0.399], [4.258, -3.321, -0.155], [3.004, -3.039, 0.412], [1.784, -1.454, -0.467], [3.668, -0.248, -0.462], [4.506, -0.033, -1.568], [5.685, 0.709, -1.476], [6.060, 1.258, -0.257], [5.256, 1.047, 0.858], [4.072, 0.307, 0.778], [3.257, 0.092, 2.035], [1.975, -2.057, -2.522], [2.209, -3.398, -2.860], [2.316, -3.797, -4.190], [2.181, -2.855, -5.203], [1.924, -1.530, -4.879], [1.806, -1.108, -3.554], [1.488, 0.354, -3.282], [1.112, -4.207, 3.038], [0.473, -3.385, 1.601], [1.349, -2.473, 2.805], [3.204, -5.186, 3.037], [5.401, -5.664, 2.010], [6.085, -4.449, -0.065], [4.569, -2.799, -1.056], [4.264, -0.480, -2.525], [6.302, 0.854, -2.357], [6.970, 1.841, -0.169], [5.542, 1.464, 1.818], [3.636, 0.687, 2.867], [3.275, -0.962, 2.340], [2.207, 0.363, 1.914], [2.294, -4.150, -2.080], [2.496, -4.839, -4.429], [2.269, -3.148, -6.244], [1.796, -0.797, -5.666], [1.462, 0.921, -4.213], [2.221, 0.825, -2.628], [0.510, 0.474, -2.802]], "de_lowest_kcal_mol": 30.2, "e_homo_ev": -2.569, "lumo_ev": 3.90, "total_charge": -2}

Record 3
{"formula": "C5H8O", "method": "wB97M-V/def2-TZVPD", "species": ["C", "C", "C", "O", "C", "C", "H", "H", "H", "H", "H", "H", "H", "H"], "coordinates": [[-1.536, -0.259, 0.087], [-0.082, 0.132, -0.078], [0.196, 1.104, -1.172], [-0.529, 1.270, -2.125], [0.808, 0.069, 1.136], [1.071, -0.863, 0.005], [-2.004, 0.409, 0.818], [-1.654, -1.283, 0.452], [-2.069, -0.156, -0.861], [1.175, 1.630, -1.111], [1.516, 0.866, 1.351], [0.330, -0.355, 2.017], [1.939, -0.643, -0.613], [0.839, -1.920, 0.093]], "smiles": "CC1(C=O)CC1", "de_lowest_kcal_mol": 26.4, "e_homo_ev": -9.778, "lumo_ev": 0.98}

Record 4
{"formula": "C21H34N5NiO2Si", "method": "wB97M-V/def2-TZVPD", "species": ["Ni", "O", "C", "O", "C", "C", "C", "C", "C", "N", "H", "H", "H", "H", "N", "C", "C", "C", "N", "C", "C", "N", "C", "H", "H", "H", "H", "H", "H", "H", "H", "H", "H", "H", "H", "H", "H", "H", "H", "C", "Si", "C", "C", "N", "C", "C", "C", "C", "C", "C", "H", "H", "H", "H", "H", "H", "H", "H", "H", "H", "H", "H", "H", "H"], "coordinates": [[-0.725, -0.355, -0.082], [2.789, 1.105, 1.007], [1.613, 1.150, 0.705], [1.058, 0.122, 0.044], [-0.342, 2.450, 0.072], [-0.968, 3.802, 0.320], [-2.218, 3.949, 0.766], [-3.032, 2.802, 1.075], [-2.528, 1.591, 0.765], [-1.326, 1.371, 0.154], [-0.344, 4.657, 0.086], [-2.615, 4.945, 0.914], [-4.003, 2.896, 1.534], [-3.106, 0.698, 0.993], [1.051, -0.232, -2.564], [0.265, -1.412, -3.077], [-1.264, -1.184, -3.124], [-2.169, -1.813, -2.047], [-2.385, -0.928, -0.869], [-1.649, -3.171, -1.587], [-0.179, -3.125, -1.188], [-0.014, -2.209, -0.040], [0.683, -2.706, -2.375], [0.634, 0.648, -2.900], [2.000, -0.259, -2.934], [1.145, -0.125, -1.503], [0.585, -1.487, -4.116], [-1.591, -1.631, -4.064], [-1.477, -0.117, -3.219], [-3.141, -1.967, -2.521], [-3.030, -1.392, -0.232], [-2.851, -0.067, -1.152], [-1.767, -3.889, -2.402], [-2.258, -3.546, -0.760], [0.143, -4.126, -0.893], [0.971, -2.046, 0.171], [-0.409, -2.647, 0.790], [0.620, -3.514, -3.106], [1.735, -2.650, -2.080], [1.979, 2.048, 3.705], [1.364, 3.219, 2.389], [2.693, 4.373, 1.781], [-0.019, 4.188, 3.180], [0.794, 2.217, 0.995], [0.172, 2.543, -1.379], [-0.750, 2.419, -2.419], [-0.354, 2.542, -3.746], [0.978, 2.805, -4.055], [1.894, 2.968, -3.024], [1.494, 2.847, -1.696], [2.235, 2.630, 4.594], [2.859, 1.488, 3.398], [1.194, 1.347, 3.997], [3.074, 4.983, 2.603], [2.303, 5.056, 1.020], [3.528, 3.816, 1.355], [0.345, 4.473, 4.172], [-0.920, 3.586, 3.319], [-0.292, 5.096, 2.649], [-1.792, 2.251, -2.173], [-1.087, 2.457, -4.539], [1.289, 2.914, -5.086], [2.927, 3.201, -3.250], [2.223, 2.985, -0.907]], "de_lowest_kcal_mol": 0.3, "e_homo_ev": -9.504, "lumo_ev": -2.69, "total_charge": 1}

Record 5
{"formula": "C5H9NO", "method": "wB97M-V/def2-TZVPD", "species": ["C", "C", "C", "C", "O", "C", "N", "H", "H", "H", "H", "H", "H", "H", "H", "H"], "coordinates": [[-0.193, -1.424, 1.132], [0.503, -0.267, 0.459], [-1.374, 1.396, 0.269], [1.631, -0.600, -0.505], [1.349, 0.199, -1.705], [0.223, 0.878, -1.471], [-0.286, 0.616, -0.301], [-1.221, -1.182, 1.432], [0.320, -1.728, 2.054], [-0.257, -2.331, 0.495], [-0.950, 2.246, 0.809], [-2.046, 1.733, -0.526], [-1.925, 0.773, 0.975], [2.640, -0.310, -0.172], [1.668, -1.667, -0.802], [-0.082, 1.668, -2.143]], "de_lowest_kcal_mol": 84.2, "e_homo_ev": [-5.978, -5.980], "lumo_ev": [0.89, 0.89]}

Record 6
{"formula": "C5H13NO", "method": "wB97M-V/def2-TZVPD", "species": ["C", "C", "N", "O", "H", "H", "H", "H", "H", "C", "C", "C", "H", "H", "H", "H", "H", "H", "H", "H"], "coordinates": [[0.767, -1.899, -1.140], [-0.723, -1.982, -0.926], [-1.158, -1.933, 0.384], [-1.500, -1.846, -1.838], [0.911, -1.005, -1.737], [1.125, -2.712, -1.764], [1.316, -1.833, -0.192], [-2.154, -2.114, 0.453], [-0.600, -2.287, 1.139], [0.399, 1.983, -0.652], [-0.200, 2.065, 0.718], [0.251, 0.938, 1.642], [0.186, 2.833, -1.304], [-0.015, 1.140, -1.217], [1.477, 1.776, -0.713], [-0.006, 3.059, 1.155], [-1.271, 2.019, 0.591], [0.118, 1.086, 2.701], [-0.211, 0.008, 1.303], [1.290, 0.704, 1.395]], "smiles": "CC(N)=O.CCC", "de_lowest_kcal_mol": 6.7, "e_homo_ev": -9.932, "lumo_ev": 0.85}

Record 7
{"formula": "C16H9N5RhSe4", "method": "wB97M-V/def2-TZVPD", "species": ["Rh", "C", "C", "C", "C", "C", "C", "N", "N", "C", "C", "C", "C", "C", "C", "H", "H", "H", "H", "H", "H", "H", "H", "H", "Se", "Se", "Se", "Se", "N", "C", "C", "C", "N", "C", "N"], "coordinates": [[-0.020, -0.101, -0.024], [-0.205, 2.653, -4.782], [-0.848, 3.535, -3.920], [-1.025, 3.229, -2.583], [-0.553, 2.008, -2.075], [0.098, 1.124, -2.945], [0.266, 1.446, -4.280], [-0.711, 1.655, -0.748], [-1.303, 2.503, 0.076], [-1.347, 1.988, 1.337], [-1.921, 2.706, 2.397], [-1.957, 2.161, 3.668], [-1.429, 0.899, 3.917], [-0.852, 0.166, 2.876], [-0.811, 0.707, 1.613], [-0.068, 2.904, -5.826], [-1.215, 4.483, -4.298], [-1.519, 3.908, -1.904], [0.482, 0.180, -2.573], [0.775, 0.750, -4.936], [-2.326, 3.688, 2.188], [-2.400, 2.726, 4.479], [-1.459, 0.480, 4.915], [-0.446, -0.818, 3.072], [1.038, -2.127, 0.865], [-0.303, -3.767, 1.508], [-2.777, -2.939, 0.024], [-2.178, -0.909, -0.652], [1.726, 0.805, 0.304], [2.703, 1.306, 0.670], [3.877, 1.907, 1.088], [5.032, 1.112, 1.310], [5.973, 0.467, 1.488], [3.933, 3.312, 1.285], [3.992, 4.452, 1.454]], "spin_multiplicity": 5, "e_homo_ev": [-3.850, -5.516], "lumo_ev": [2.09, -0.18], "total_charge": -1}

Record 8
{"formula": "C4H11NS2", "method": "wB97M-V/def2-TZVPD", "species": ["S", "S", "C", "C", "C", "N", "C", "H", "H", "H", "H", "H", "H", "H", "H", "H", "H", "H"], "coordinates": [[1.539, 0.113, -2.836], [0.945, 1.641, -1.521], [0.336, 1.904, 0.302], [0.812, 0.750, 1.167], [-0.051, -0.533, 1.081], [-0.718, -0.720, -0.203], [-1.826, -1.713, -0.161], [2.389, 0.854, -3.554], [-0.722, 2.015, 0.250], [0.875, 2.799, 0.618], [0.710, 1.123, 2.194], [1.843, 0.411, 0.921], [0.670, -1.352, 1.222], [-0.689, -0.463, 1.979], [0.001, -0.957, -0.887], [-2.308, -1.684, 0.793], [-1.444, -2.739, -0.302], [-2.363, -1.448, -1.062]], "spin_multiplicity": 2, "de_lowest_kcal_mol": 46.7, "e_homo_ev": [-12.814, -12.617], "lumo_ev": [-6.17, -7.71], "total_charge": 1}

Record 9
{"formula": "C4H6O2", "method": "wB97M-V/def2-TZVPD", "species": ["C", "O", "C", "C", "O", "C", "H", "H", "H", "H", "H", "H"], "coordinates": [[1.845, 0.354, -0.208], [1.348, 0.042, 1.547], [0.729, 0.555, 0.581], [-0.744, 0.841, 0.454], [-1.224, 0.181, -0.687], [-0.715, -1.148, -0.784], [0.384, -1.140, -0.794], [2.602, 1.133, -0.181], [-0.903, 1.918, 0.316], [-1.255, 0.530, 1.382], [-1.083, -1.775, 0.042], [-1.040, -1.540, -1.743]], "de_lowest_kcal_mol": 122.2, "e_homo_ev": -9.170, "lumo_ev": 0.41}